No. 1
# C2H3AuLiO2

C2H3AuLiO2 as an isolated structure in a non-equilibrium geometry (ωB97M-V/def2-TZVPD, the OMol25 dataset).

Output
Multiplicity ... 3
Total charge ... +1
Electronic energy ... -10100.571 eV
Frontier orbital gap (spin up / spin down) ... 6.693 / 5.822 eV
⟨S²⟩ ... 2.01
Energy above the lowest of the compared OMol25 structures with the same formula, charge and spin ... 2.8899 eV

Cartesian coordinates (Å):
H -0.3401 2.6873 1.1910
O 1.6344 -1.0389 0.0789
C 1.1180 0.1719 -0.1962
O -1.0550 -0.6759 -0.0572
Li -2.4275 -1.7992 -0.1725
H 1.8153 0.9845 -0.4385
H -0.6519 1.3445 -0.5305
Au 0.1256 -2.0482 0.3797
C -0.2188 0.3738 -0.2546

Atoms 1-2, force components in eV/Å:
0.0 0.2 0.1
3.9 3.4 -0.7

Löwdin population analysis, charges in e, atoms 1 to 6: atom 1 (H): 0.114, atom 2 (O): -0.239, atom 3 (C): -0.246, atom 4 (O): -0.483, atom 5 (Li): 0.811, atom 6 (H): 0.142

No. 2
# C2H3BO2

A 2-piece molecular cluster, C2H3BO2 overall in a non-equilibrium geometry (ωB97M-V/def2-TZVPD, the OMol25 dataset).

Output
Total charge ... 0
Electronic energy ... -6893.044 eV
Frontier orbital gap ... 9.647 eV
Energy above the lowest of the compared OMol25 structures with the same formula, charge and spin ... 1.8381 eV

Cartesian coordinates (Å):
H -0.7505 -0.2672 1.0641
H -2.6960 -0.0947 0.9800
O -1.2779 0.9391 -1.7694
C -1.3635 0.5587 -0.6882
B 2.6081 -0.3433 -0.0329
C -1.6512 0.0784 0.4634
H 3.3971 -1.1753 0.4403
O 1.7339 0.3043 -0.4573

Atoms 1-2, force components in eV/Å:
-1.3 0.5 -0.8
2.3 0.7 -1.7

Löwdin population analysis, charges in e, atoms 1 to 6: atom 1 (H): 0.072, atom 2 (H): 0.109, atom 3 (O): 0.177, atom 4 (C): -0.350, atom 5 (B): -0.136, atom 6 (C): -0.030

No. 3
# C2H3Br2N

C2H3Br2N in the gas phase in a non-equilibrium geometry (ωB97M-V/def2-TZVPD, the OMol25 dataset).

Output
Total charge ... 0
Electronic energy ... -143696.106 eV
Frontier orbital gap ... 9.528 eV
Energy above the lowest of the compared OMol25 structures with the same formula, charge and spin ... 0.9374 eV

Cartesian coordinates (Å):
N 0.0895 0.5760 -0.0975
C 1.1430 0.0118 0.0603
H -1.4899 -0.2253 1.0351
C -1.2330 0.0627 0.0230
Br 1.6147 -1.8507 0.0208
H -1.7820 0.8466 -0.3117
H -1.3173 -0.6249 -0.7438
Br 2.9749 1.2039 0.0136

Atoms 1-2, force components in eV/Å:
1.5 0.5 1.4
2.4 0.8 -0.8

Löwdin population analysis, charges in e, atoms 1 to 6: atom 1 (N): -0.086, atom 2 (C): -1.034, atom 3 (H): 0.107, atom 4 (C): -0.091, atom 5 (Br): 0.634, atom 6 (H): 0.046

No. 4
# C2H3Br2NO

C2H3Br2NO as an isolated structure in a non-equilibrium geometry (ωB97M-V/def2-TZVPD, the OMol25 dataset).

Output
Total charge ... 0
Electronic energy ... -145741.214 eV
Frontier orbital gap ... 10.424 eV
Energy above the lowest of the compared OMol25 structures with the same formula, charge and spin ... 2.0190 eV

Cartesian coordinates (Å):
C -0.0548 0.0791 -1.3016
O 2.3981 -0.0560 1.9218
Br -1.4613 -1.2107 -1.4968
Br 0.2390 0.9950 -2.9641
H -0.3063 0.9089 -0.5535
H 0.9044 -0.5876 -1.0803
C 0.5286 -1.0951 0.9666
N 1.4649 -0.6772 1.5296
H -0.2040 -1.7190 0.6143

Atoms 1-2, force components in eV/Å:
1.8 -0.1 0.5
0.7 0.1 0.7

Löwdin population analysis, charges in e, atoms 1 to 6: atom 1 (C): -1.155, atom 2 (O): 0.037, atom 3 (Br): 0.613, atom 4 (Br): 0.572, atom 5 (H): 0.045, atom 6 (H): 0.040

No. 5
# C2H3Br2O2Si

An isolated ion of composition C2H3Br2O2Si and charge -1 in a non-equilibrium geometry (ωB97M-V/def2-TZVPD, the OMol25 dataset).

Output
Total charge ... -1
Electronic energy ... -154184.108 eV
Frontier orbital gap ... 7.392 eV
Energy above the lowest of the compared OMol25 structures with the same formula, charge and spin ... 0.6363 eV

Cartesian coordinates (Å):
H 0.7383 -0.5481 -1.4611
Br -2.9494 1.6891 -1.0457
C -1.8259 0.8972 0.5188
O -0.7407 0.5680 0.0858
C 1.6104 -0.4925 -0.7716
Br 0.3114 -1.9995 2.0145
Si 0.9540 0.0567 0.9666
O -2.4008 0.9977 1.5381
H 2.1960 0.3058 -1.1221
H 2.1068 -1.4744 -0.7234

Atoms 1-2, force components in eV/Å:
0.5 -0.2 0.4
-0.2 0.0 -0.5

Löwdin population analysis, charges in e, atoms 1 to 6: atom 1 (H): 0.018, atom 2 (Br): 0.399, atom 3 (C): -1.031, atom 4 (O): -0.284, atom 5 (C): -0.359, atom 6 (Br): -0.036

No. 6
# C2H3Br2OP

C2H3Br2OP in the gas phase in a non-equilibrium geometry (ωB97M-V/def2-TZVPD, the OMol25 dataset).

Output
Total charge ... 0
Electronic energy ... -153543.544 eV
Frontier orbital gap ... 9.739 eV
Energy above the lowest of the compared OMol25 structures with the same formula, charge and spin ... 1.2994 eV

Cartesian coordinates (Å):
H 0.6140 2.4795 0.5776
H 1.5924 1.1825 0.2919
C -0.4202 0.5168 0.2511
O -0.3513 -2.1857 1.2431
P -0.1876 -1.1768 -0.1145
Br -1.8710 -1.6906 -1.4684
C 0.5375 1.3726 0.3553
Br 1.5538 -1.3773 -1.3631
H -1.4678 0.8791 0.2270

Atoms 1-2, force components in eV/Å:
-1.7 -1.2 -0.2
0.4 -1.3 -0.3

Löwdin population analysis, charges in e, atoms 1 to 6: atom 1 (H): 0.099, atom 2 (H): 0.039, atom 3 (C): -0.409, atom 4 (O): -0.521, atom 5 (P): -0.006, atom 6 (Br): 0.348

> Which formula does entry 4 have?

C2H3Br2NO

> The lowest electronic energy belongs to which entry?

C2H3Br2O2Si